1.
C5H8F12FeN2O15S4 | wB97M-V/def2-TZVPD

Properties
- Net charge: -1
- HOMO level (alpha / beta): -7.50 / -7.48 eV
- <S²>: 8.755
- E_LUMO (alpha / beta): 0.052 / -0.022 hartree
- 2S+1: 6
- ΔE to the lowest compared entry with this formula, charge and spin: 0.0 kJ/mol
- Electronic energy: -5488.518825 a.u.

Last column: natural (NBO) charge in e.
Positions of all 47 atoms, in Å:
1 O -10.82 -12.42 -14.85  -1.023
2 F -16.13 -14.69 -15.53  -0.310
3 S -8.26 -12.64 -17.44  2.348
4 O -10.62 -14.42 -13.47  -0.967
5 H -9.99 -9.61 -17.19  0.503
6 C -8.72 -12.62 -13.09  0.737
7 O -15.60 -12.20 -16.92  -0.939
8 N -10.80 -16.06 -15.96  -0.843
9 H -11.39 -9.49 -14.91  0.503
10 H -11.43 -15.26 -19.03  0.446
11 O -13.33 -12.18 -16.03  -1.038
12 H -10.97 -9.40 -18.35  0.530
13 F -8.93 -12.37 -20.07  -0.305
14 C -8.22 -13.17 -19.30  0.733
15 O -15.24 -11.75 -14.58  -0.956
16 H -10.68 -17.04 -16.11  0.384
17 O -11.94 -12.06 -18.59  -1.041
18 O -11.27 -12.30 -12.40  -0.943
19 F -14.59 -11.12 -19.68  -0.315
20 O -11.79 -11.44 -20.91  -0.959
21 F -14.43 -14.49 -14.16  -0.294
22 C -14.16 -12.32 -20.07  0.732
23 F -8.55 -11.34 -12.72  -0.328
24 F -7.92 -12.78 -14.13  -0.307
25 F -6.96 -13.20 -19.78  -0.330
26 O -11.95 -13.82 -20.30  -0.968
27 O -11.98 -10.19 -15.21  -0.937
28 C -14.87 -14.28 -15.39  0.742
29 O -9.69 -12.35 -17.22  -1.032
30 H -10.98 -16.77 -18.22  0.370
31 H -10.87 -15.60 -15.06  0.444
32 Fe -11.50 -11.72 -16.59  1.997
33 C -11.25 -15.25 -16.95  0.821
34 S -12.28 -12.44 -19.97  2.341
35 F -14.15 -14.98 -16.29  -0.310
36 O -7.80 -13.83 -16.77  -0.941
37 O -7.39 -11.50 -17.32  -0.970
38 N -11.24 -15.80 -18.20  -0.841
39 F -8.38 -13.47 -12.15  -0.304
40 F -14.69 -13.29 -19.36  -0.296
41 O -11.58 -14.07 -16.77  -0.740
42 H -12.88 -9.87 -15.03  0.531
43 F -8.64 -14.42 -19.32  -0.315
44 O -10.74 -10.01 -17.64  -0.943
45 S -14.77 -12.45 -15.77  2.323
46 S -10.55 -12.98 -13.50  2.330
47 F -14.50 -12.44 -21.36  -0.323

---

2.
C5H8F15K5O19S5 | wB97M-V/def2-TZVPD

Properties
- Net charge: 0
- HOMO level: -9.41 eV
- E_LUMO: -0.080 hartree
- Electronic energy: -8113.889823 a.u.

Last column: natural (NBO) charge in e.
Positions of all 57 atoms, in Å:
1 F -0.21 -3.53 -5.51  -0.326
2 F -3.37 -0.85 1.51  -0.318
3 K 4.11 -0.26 -2.32  0.982
4 O -0.72 3.31 -2.53  -1.012
5 F 1.38 -1.28 1.34  -0.353
6 C 0.33 -0.59 0.81  0.710
7 F 4.21 1.20 4.05  -0.330
8 F -2.07 0.65 3.41  -0.378
9 O 1.81 -1.20 -6.66  -0.942
10 H 2.17 2.44 -0.34  0.508
11 F -3.09 -1.50 -0.55  -0.368
12 O -3.57 2.83 2.07  -1.008
13 F 2.57 0.37 2.92  -0.364
14 K -2.64 -3.11 -2.74  0.979
15 O 3.58 1.33 0.37  -1.084
16 H 0.91 -0.32 5.69  0.498
17 O 2.24 -1.00 -4.28  -1.072
18 S 1.88 -1.86 -5.41  2.365
19 O -4.20 -4.09 -0.18  -1.014
20 S 4.54 1.46 1.47  2.354
21 F -0.79 -1.02 1.40  -0.337
22 O 5.35 0.28 1.62  -0.994
23 K -1.46 -2.21 3.80  0.978
24 K -2.85 2.03 -1.04  0.973
25 H 1.19 -0.50 4.21  0.497
26 O 2.51 -3.15 -5.36  -0.977
27 C 0.08 -2.29 -5.09  0.679
28 F -5.08 -1.09 0.23  -0.299
29 H 0.04 3.08 -1.95  0.508
30 H 1.20 0.49 -4.10  0.498
31 O -5.17 -3.38 1.94  -0.950
32 C -1.79 1.94 3.77  0.685
33 O 0.54 -0.70 4.89  -0.995
34 H 0.74 2.72 0.11  0.488
35 F -2.52 2.20 4.86  -0.311
36 F -0.21 -2.29 -3.74  -0.383
37 S 0.22 -0.86 -1.02  2.364
38 F -0.76 -1.43 -5.65  -0.308
39 O -0.37 -2.19 -1.16  -1.081
40 O -0.67 0.17 -1.50  -1.008
41 S -2.19 3.11 2.41  2.353
42 O -2.79 -3.65 1.80  -1.061
43 O 1.56 -0.76 -1.52  -1.001
44 O 5.19 2.73 1.55  -0.939
45 K 1.44 -3.97 0.03  0.989
46 H 0.32 1.06 -3.01  0.473
47 F -0.50 1.97 4.10  -0.314
48 F 0.48 0.68 1.06  -0.266
49 F 2.80 2.54 3.16  -0.299
50 H -0.58 2.77 -3.32  0.490
51 C 3.44 1.41 2.96  0.685
52 O 0.53 1.17 -3.95  -0.997
53 O -1.99 4.38 3.03  -0.957
54 C -3.90 -1.60 0.54  0.690
55 O -1.21 2.79 1.38  -1.050
56 O 1.38 2.95 -0.58  -0.989
57 S -4.03 -3.37 1.07  2.343

---

3.
C5H8F2N2 | wB97M-V/def2-TZVPD

Properties
- Net charge: 0
- HOMO level (alpha / beta): -9.67 / -9.67 eV
- E_LUMO (alpha / beta): -0.013 / -0.013 hartree
- ΔE to the lowest compared entry with this formula, charge and spin: 661.3 kJ/mol
- Electronic energy: -504.320089 a.u.

Last column: natural (NBO) charge in e.
Positions of all 17 atoms, in Å:
1 H 2.49 -0.69 -0.89  0.225
2 H 0.03 -1.53 -0.53  0.246
3 H -0.01 0.22 1.90  0.230
4 C 0.43 -0.50 -0.14  -0.300
5 H 1.57 -0.42 1.59  0.215
6 H -0.96 0.25 -1.68  0.247
7 N -2.24 -0.26 0.38  0.321
8 H 1.59 0.53 -1.66  0.210
9 H 0.18 -1.60 1.77  0.228
10 C 0.58 -0.58 1.35  -0.615
11 C 1.74 0.07 -0.75  -0.601
12 C -0.67 1.90 -0.32  0.225
13 C -0.60 0.42 -0.64  -0.101
14 F -2.19 -1.55 0.15  -0.229
15 H 2.24 0.84 -0.24  0.223
16 F -3.40 -0.08 -0.33  -0.250
17 N -0.78 2.99 0.04  -0.274

---

4.
C5H8F2N3 | wB97M-V/def2-TZVPD

Properties
- Net charge: +1
- HOMO level (alpha / beta): -11.19 / -16.28 eV
- <S²>: 2.011
- E_LUMO (alpha / beta): -0.114 / -0.335 hartree
- 2S+1: 3
- ΔE to the lowest compared entry with this formula, charge and spin: 0.0 kJ/mol
- Electronic energy: -558.935472 a.u.

Last column: natural (NBO) charge in e.
Positions of all 18 atoms, in Å:
1 H 0.57 -3.07 -0.57  0.253
2 C 1.08 2.40 -0.07  -0.670
3 H -0.78 1.93 1.66  0.476
4 H -1.50 -1.92 -0.03  0.449
5 C 0.26 -1.06 -0.48  0.302
6 H 1.64 -2.18 -1.84  0.284
7 H 0.55 2.96 -0.92  0.264
8 H 1.24 2.97 0.89  0.248
9 F -2.72 0.04 0.94  -0.270
10 C 0.44 1.13 0.20  0.311
11 H -0.08 -2.27 -2.13  0.248
12 N -0.97 -1.06 0.07  -0.502
13 N 0.92 0.08 -0.47  -0.074
14 N -0.59 1.03 1.06  -0.544
15 F -1.34 -0.77 2.31  -0.290
16 H 2.02 2.17 -0.40  0.258
17 C -1.42 -0.17 1.09  0.931
18 C 0.68 -2.21 -1.30  -0.675